Formula: C81H93F6N15O39S6
Source: the Open Molecules 2025 dataset
Level of theory: ωB97M-V/def2-TZVPD

The HOMO-LUMO gap comes out at 4.572 eV. The HOMO energy comes out at -6.561 eV.

```
! wB97M-V def2-TZVPD RIJCOSX def2/J DEFGRID3
* xyz 0 1
C -4.586 -4.164 2.234
N -5.234 -3.383 1.114
C -5.991 -2.274 1.334
C -6.074 -1.336 0.298
C -5.605 -1.562 -0.950
C -4.998 -2.778 -1.166
C -4.744 -3.657 -0.132
C -5.947 -0.631 -2.057
C -6.975 0.279 -1.877
C -7.217 1.141 -2.884
N -6.395 1.144 -3.966
C -5.327 0.306 -4.155
C -5.110 -0.573 -3.164
C -6.547 2.265 -4.931
H -3.596 -4.314 1.995
H -4.938 -5.171 2.120
H -4.701 -3.627 3.150
H -6.369 -2.101 2.374
H -6.503 -0.398 0.632
H -4.677 -3.112 -2.164
H -4.134 -4.542 -0.230
H -7.723 0.203 -1.064
H -7.892 1.947 -2.926
H -4.759 0.520 -5.049
H -4.211 -1.186 -3.224
H -5.824 2.232 -5.697
H -6.539 3.248 -4.510
H -7.494 2.116 -5.451
C -2.360 -8.757 2.128
N -1.057 -8.465 1.582
C -0.181 -7.908 2.436
C 1.104 -7.612 2.074
C 1.527 -7.869 0.769
C 0.639 -8.422 -0.083
C -0.593 -8.757 0.296
C 2.833 -7.482 0.308
C 3.717 -8.378 -0.158
C 4.810 -7.806 -1.033
N 5.225 -6.522 -0.744
C 4.238 -5.664 -0.234
C 3.084 -6.052 0.281
C 6.194 -5.957 -1.599
H -3.029 -8.453 1.406
H -2.528 -8.141 2.963
H -2.485 -9.872 2.345
H -0.506 -7.509 3.389
H 1.673 -6.908 2.631
H 0.906 -8.569 -1.063
H -1.317 -9.247 -0.287
H 3.412 -9.424 -0.202
H 5.745 -8.407 -0.909
H 4.510 -4.556 -0.253
H 2.394 -5.335 0.691
H 6.919 -6.730 -1.788
H 6.713 -5.160 -1.009
H 5.813 -5.453 -2.486
C 5.300 13.786 -0.446
N 4.636 12.530 -1.026
C 3.469 12.706 -1.712
C 2.649 11.654 -2.084
C 3.158 10.413 -1.705
C 4.350 10.238 -1.019
C 5.079 11.326 -0.609
C 2.170 9.249 -1.746
C 2.433 7.966 -2.288
C 1.574 6.903 -1.995
N 0.445 7.163 -1.381
C 0.048 8.369 -0.956
C 0.945 9.403 -1.131
C -0.401 6.024 -0.832
H 6.336 13.752 -0.823
H 5.261 13.739 0.631
H 4.702 14.657 -0.864
H 3.194 13.732 -1.870
H 1.730 11.858 -2.617
H 4.781 9.258 -0.740
H 5.973 11.333 -0.178
H 3.361 7.716 -2.885
H 1.825 5.816 -2.134
H -0.799 8.506 -0.294
H 0.719 10.373 -0.673
H -1.302 5.997 -1.400
H -0.525 6.262 0.217
H 0.186 5.155 -0.981
C 3.035 -3.039 -9.984
N 2.153 -3.920 -9.167
C 2.801 -4.895 -8.456
C 2.104 -5.646 -7.534
C 0.820 -5.287 -7.285
C 0.072 -4.281 -8.000
C 0.834 -3.615 -8.923
C 0.197 -5.882 -6.120
C -0.155 -7.160 -5.847
C -0.876 -7.577 -4.674
N -1.646 -6.415 -4.131
C -1.209 -5.208 -4.343
C -0.360 -4.808 -5.295
C -2.452 -6.647 -2.958
H 3.284 -2.284 -9.268
H 2.584 -2.595 -10.857
H 3.883 -3.674 -10.316
H 3.825 -5.130 -8.690
H 2.503 -6.591 -7.059
H -0.956 -4.122 -7.889
H 0.435 -2.931 -9.702
H 0.216 -7.931 -6.544
H -1.445 -8.480 -4.997
H -1.754 -4.481 -3.777
H -0.031 -3.812 -5.405
H -1.877 -6.670 -2.007
H -2.907 -7.632 -3.072
H -3.117 -5.832 -3.061
C -1.024 -2.449 -1.869
N -0.201 -1.426 -1.154
C 0.697 -1.829 -0.200
C 1.441 -0.860 0.474
C 1.158 0.489 0.173
C 0.203 0.846 -0.755
C -0.559 -0.143 -1.361
C 1.920 1.505 1.002
C 3.270 1.577 0.959
C 3.940 2.560 1.688
N 3.257 3.390 2.461
C 1.892 3.434 2.406
C 1.212 2.526 1.666
C 3.872 4.196 3.540
H -1.852 -2.697 -1.187
H -0.350 -3.333 -2.051
H -1.340 -2.000 -2.792
H 0.630 -2.923 -0.206
H 2.220 -1.077 1.232
H 0.015 1.857 -1.024
H -1.367 0.222 -1.975
H 3.885 0.871 0.361
H 5.033 2.572 1.740
H 1.383 4.301 2.852
H 0.099 2.566 1.578
H 4.162 3.604 4.383
H 3.077 4.937 3.875
H 4.693 4.753 3.192
C -1.419 4.587 10.760
N -1.269 4.141 9.381
C -2.268 4.174 8.495
C -2.285 3.326 7.412
C -1.216 2.433 7.246
C -0.101 2.550 8.061
C -0.159 3.449 9.113
C -1.216 1.281 6.240
C -0.775 0.079 6.808
C -0.611 -1.052 5.995
N -0.978 -1.001 4.677
C -1.499 0.066 4.132
C -1.641 1.211 4.898
C -0.641 -2.188 3.912
H -2.447 4.578 10.918
H -1.113 5.613 10.810
H -0.841 3.896 11.371
H -3.139 4.811 8.703
H -3.006 3.446 6.619
H 0.792 1.906 7.884
H 0.585 3.448 9.850
H -0.266 0.060 7.738
H -0.236 -2.008 6.281
H -1.925 0.021 3.081
H -2.040 2.109 4.441
H -0.947 -2.006 2.858
H -1.151 -3.047 4.320
H 0.445 -2.214 3.836
N -2.444 3.385 -1.656
S -2.852 3.018 -3.179
O -4.001 3.715 -3.740
O -2.578 1.674 -3.587
F -1.588 3.767 -3.736
S -3.217 2.913 -0.298
O -2.236 2.303 0.539
O -4.476 2.307 -0.667
F -3.590 4.225 0.336
N -2.284 4.516 4.107
S -3.601 5.199 3.547
O -4.696 4.406 3.170
O -3.192 6.301 2.753
F -4.110 5.743 4.971
S -0.865 4.946 3.818
O -0.609 5.155 2.412
O -0.059 3.993 4.489
F -0.573 6.329 4.530
N 2.898 -0.577 4.429
S 3.504 -1.838 3.654
O 4.224 -1.733 2.430
O 2.400 -2.756 3.541
F 4.592 -2.584 4.613
S 3.940 0.396 5.161
O 3.172 1.473 5.799
O 5.033 0.765 4.377
F 4.500 -0.498 6.294
O 5.696 11.261 4.025
C 5.413 11.801 2.700
O 5.861 12.964 2.485
O 4.743 11.081 1.937
H 5.036 10.554 4.124
O 4.860 -8.182 -4.373
C 5.211 -8.697 -3.257
O 4.338 -8.033 -2.386
O 6.091 -9.393 -2.933
H 4.055 -7.749 -4.347
O -4.441 -2.297 -6.650
C -3.546 -2.202 -5.508
O -2.542 -1.434 -5.722
O -3.784 -2.986 -4.618
H -4.134 -1.487 -7.117
O 5.127 5.363 -0.282
C 3.817 5.164 -0.760
O 3.689 4.657 -1.894
O 2.944 5.467 0.045
H 5.702 4.833 -0.819
O -1.518 -5.552 2.032
C -1.801 -5.628 0.541
O -1.115 -4.837 -0.079
O -2.853 -6.268 0.381
H -0.955 -4.771 2.181
O 1.382 -6.801 -2.751
C 1.341 -7.488 -3.756
O 0.112 -8.275 -3.954
O 2.156 -7.801 -4.735
H -1.219 -0.599 -5.374
O -3.695 -0.230 1.663
C -3.109 -1.151 0.810
O -2.581 -2.131 1.436
O -3.108 -0.980 -0.402
H -3.886 0.449 1.003
O -1.638 1.530 11.067
C -2.732 0.706 10.456
O -3.286 1.265 9.453
O -2.851 -0.435 10.957
H -1.119 0.982 11.681
O 1.152 0.342 -7.113
C 0.375 -0.585 -6.454
O -0.381 0.022 -5.547
O 0.300 -1.734 -6.756
H 1.055 1.088 -6.544
*
```